This record from the Open Molecules 2025 dataset describes 2 unconnected molecules or ions with the total composition C5H11P. The level of theory is ωB97M-V/def2-TZVPD.

```
17
Properties=species:S:1:pos:R:3
P 0.32 -1.60 -0.21
C 2.26 -0.11 -1.17
C -0.54 -1.45 1.49
C 1.34 -0.10 -0.15
C 0.84 1.22 0.26
C -2.49 0.33 -0.95
H -0.48 -2.31 2.11
H -0.11 -0.54 1.83
H 0.30 1.68 -0.57
H 0.21 1.32 1.16
H -1.46 0.63 -1.26
H -3.33 0.51 -1.59
H 2.61 -1.04 -1.52
H -2.59 0.16 0.13
H 2.93 0.73 -1.40
H 1.73 1.73 0.61
H -1.55 -1.17 1.24
```

Properties
HOMO level (spin up / spin down) ... -9.0 / -7.6 eV
Gap between HOMO and LUMO (spin up / spin down) ... 8.40 / 7.56 eV
Relative energy (zero: lowest compared OMol25 entry of this formula, charge and spin) ... 385.13 kJ/mol